Here is C17H17N5O4S2 in the gas phase in a non-equilibrium geometry from the OMol25 dataset. Energies are from ωB97M-V/def2-TZVPD.

Last columns: bonded neighbours and bond lengths (Å).
Geometry (Å):
1 C -1.652 -1.302 2.831  C2 1.526, H29 1.106, H30 1.147, H31 1.068
2 C -1.147 -0.062 2.099  C1 1.526, O3 1.208, C4 1.488
3 O -1.951 0.830 1.969  C2 1.208
4 C 0.124 0.066 1.337  C2 1.488, N5 1.471, S17 1.892, H32 1.181
5 N 1.186 0.472 2.272  C4 1.471, N6 1.464, H33 0.978
6 N 1.631 1.799 2.701  N5 1.464, C7 1.372, H34 1.054
7 C 2.841 2.343 2.353  N6 1.372, C8 1.368, C16 1.379
8 C 3.279 3.510 2.919  C7 1.368, C9 1.354, H35 1.134
9 C 4.430 4.164 2.636  C8 1.354, C10 1.417, H36 1.058
10 C 5.264 3.669 1.602  C9 1.417, S11 1.814, C15 1.378
11 S 6.881 4.293 1.067  C10 1.814, N12 1.621, O13 1.478, O14 1.494
12 N 6.644 5.218 -0.242  S11 1.621, H37 1.004, H38 0.973
13 O 7.516 5.235 2.013  S11 1.478
14 O 7.830 3.326 0.438  S11 1.494
15 C 4.916 2.423 1.130  C10 1.378, C16 1.397, H39 1.096
16 C 3.704 1.794 1.428  C7 1.379, C15 1.397, H40 1.085
17 S 0.569 -1.433 0.271  C4 1.892, C18 1.717
18 C -0.878 -1.546 -0.647  S17 1.717, N19 1.328, N28 1.385
19 N -1.861 -2.305 -0.178  C18 1.328, C20 1.435
20 C -3.095 -2.465 -0.893  N19 1.435, C21 1.422, C25 1.399
21 C -4.195 -3.107 -0.258  C20 1.422, C22 1.425, H41 1.085
22 C -5.457 -3.168 -0.916  C21 1.425, C23 1.441, H42 1.068
23 C -5.490 -2.753 -2.295  C22 1.441, C24 1.400, H43 1.112
24 C -4.379 -2.096 -2.837  C23 1.400, C25 1.334, H44 1.129
25 C -3.250 -1.887 -2.157  C20 1.399, C24 1.334, C26 1.504
26 C -2.136 -1.011 -2.659  C25 1.504, O27 1.204, N28 1.364
27 O -2.293 -0.211 -3.545  C26 1.204
28 N -1.035 -0.899 -1.861  C18 1.385, C26 1.364, H45 0.993
29 H -2.741 -1.143 2.926  C1 1.106
30 H -1.179 -1.557 3.844  C1 1.147
31 H -1.447 -2.190 2.274  C1 1.068
32 H -0.066 0.995 0.632  C4 1.181
33 H 1.960 -0.116 2.165  N5 0.978
34 H 0.998 2.332 3.355  N6 1.054
35 H 2.566 4.019 3.638  C8 1.134
36 H 4.509 5.154 3.003  C9 1.058
37 H 6.689 4.802 -1.154  N12 1.004
38 H 7.460 5.740 -0.153  N12 0.973
39 H 5.497 1.800 0.439  C15 1.096
40 H 3.312 0.937 0.893  C16 1.085
41 H -4.221 -3.447 0.771  C21 1.085
42 H -6.208 -3.635 -0.317  C22 1.068
43 H -6.429 -2.758 -2.892  C23 1.112
44 H -4.495 -1.737 -3.901  C24 1.129
45 H -0.388 -0.281 -2.291  N28 0.993

## Properties
**2S+1**: 1
**E**: -55211.7087 eV
**Structure (SMILES)**: CC(=O)[C@@H](NNc1ccc(S(N)(=O)=O)cc1)Sc1nc2ccccc2c(=O)[nH]1
**Energy above the lowest of the compared OMol25 structures with the same formula, charge and spin**: 89.2 kcal per mole
**Orbital gap**: 8.141 eV
**Total charge**: 0
**Lowest unoccupied orbital energy**: -0.592 eV